[1]
{"formula": "C10H21B3LiO5", "method": "wB97M-V/def2-TZVPD", "species": ["C", "C", "O", "O", "C", "C", "C", "C", "C", "C", "C", "C", "B", "O", "B", "O", "B", "O", "H", "H", "H", "H", "H", "H", "H", "H", "H", "H", "H", "H", "H", "H", "H", "H", "H", "H", "H", "H", "H", "Li"], "positions_angstrom": [[0.421, 4.631, 1.171], [-0.657, 3.593, 1.113], [-1.335, 3.320, 0.144], [-0.880, 2.924, 2.317], [-0.085, 1.749, 2.405], [-0.982, 0.552, 2.200], [-0.283, -0.815, 2.185], [0.859, -0.900, 1.178], [1.429, -2.315, 1.055], [0.811, -3.077, -0.112], [1.383, -2.642, -1.475], [0.261, -2.544, -2.537], [-0.394, -1.127, -2.577], [0.380, 0.007, -2.366], [0.050, 1.060, -3.204], [-1.287, 1.358, -3.358], [-2.173, 0.348, -3.085], [-1.752, -0.939, -2.818], [1.160, 4.358, 1.917], [-0.014, 5.584, 1.457], [0.899, 4.708, 0.202], [0.413, 1.677, 3.370], [0.693, 1.758, 1.644], [-1.725, 0.569, 3.008], [-1.502, 0.719, 1.242], [-1.030, -1.586, 1.966], [0.061, -1.019, 3.197], [1.650, -0.236, 1.519], [0.480, -0.539, 0.221], [1.288, -2.868, 1.981], [2.500, -2.236, 0.880], [1.027, -4.135, 0.020], [-0.272, -2.956, -0.142], [1.916, -1.699, -1.392], [2.096, -3.384, -1.822], [0.664, -2.772, -3.525], [-0.474, -3.319, -2.330], [0.901, 1.633, -3.793], [-3.336, 0.589, -3.038], [-3.164, -0.030, 1.176]], "forces_ev_per_a": [[0.09, -0.48, 0.00], [-1.04, -0.33, -0.93], [0.85, 0.20, 1.23], [0.18, 0.41, -0.11], [0.04, -0.20, -0.27], [-0.37, -0.74, 0.16], [-0.19, 0.31, -0.02], [-0.14, -0.15, 0.62], [-0.21, 0.15, -0.40], [0.62, 0.00, -0.17], [-0.44, -0.34, -0.30], [0.19, 0.18, 0.59], [-0.03, -0.39, 0.31], [0.11, -0.16, -0.79], [0.08, 0.26, 0.37], [0.21, -0.46, -0.22], [-0.63, 0.16, 0.10], [0.28, 0.36, -0.07], [0.05, 0.04, 0.12], [-0.10, 0.15, -0.01], [-0.07, 0.19, -0.17], [-0.10, 0.19, 0.18], [0.12, 0.03, -0.09], [-0.13, 0.06, 0.03], [0.31, 0.29, -0.34], [-0.02, -0.18, -0.01], [0.15, -0.13, 0.07], [0.06, 0.23, -0.15], [0.27, 0.08, -0.23], [0.02, 0.04, 0.19], [0.15, -0.15, 0.06], [-0.26, -0.17, 0.01], [-0.20, -0.02, 0.25], [0.05, 0.16, -0.02], [0.23, -0.02, 0.14], [0.01, 0.13, -0.20], [-0.18, -0.09, -0.15], [-0.05, 0.23, 0.14], [-0.01, 0.00, -0.02], [0.10, 0.13, 0.08]], "mulliken_charge": [-0.93, 0.68, -0.53, -0.39, -1.08, -0.47, -0.36, 0.07, -1.14, -0.69, -0.49, -0.94, 0.68, -0.59, 0.63, -0.61, 0.71, -0.65, 0.33, 0.33, 0.33, 0.38, 0.43, 0.71, -0.21, 0.25, 0.31, 0.32, 0.10, 0.42, 0.43, 0.42, 0.31, 0.35, 0.45, 0.35, 0.33, -0.08, -0.13, 0.97], "total_charge": 1, "e_tot_ev": -23183.245, "homo_lumo_gap_ev": 8.86}

---

[2]
{"formula": "C10H21BrCl4N2PS2", "method": "wB97M-V/def2-TZVPD", "species": ["N", "P", "C", "C", "C", "C", "Br", "N", "C", "S", "C", "S", "H", "H", "H", "H", "H", "H", "H", "H", "H", "H", "H", "H", "H", "Cl", "C", "C", "Cl", "H", "H", "H", "H", "Cl", "C", "C", "Cl", "H", "H", "H", "H"], "positions_angstrom": [[-0.088, 2.822, -2.613], [0.961, 3.506, -1.667], [1.012, 2.610, 0.035], [2.457, 2.745, 0.496], [2.885, 1.992, 1.757], [3.724, 0.726, 1.567], [3.474, -0.241, -0.102], [0.521, 1.291, -0.291], [-0.553, 0.891, 0.281], [-1.241, 1.966, 1.402], [-0.112, 3.297, 0.865], [0.374, 4.228, 2.372], [0.378, 2.532, -3.464], [2.267, 3.498, -2.180], [0.639, 4.828, -1.301], [3.131, 2.532, -0.324], [2.562, 3.808, 0.694], [3.527, 2.672, 2.307], [2.048, 1.799, 2.412], [4.779, 0.928, 1.663], [3.480, 0.013, 2.341], [0.924, 0.676, -0.991], [-0.981, -0.070, 0.044], [-0.623, 4.058, 0.292], [0.340, 3.211, 3.238], [0.743, -2.054, -2.141], [1.270, -3.421, -1.106], [0.150, -4.396, -0.857], [-1.100, -3.690, 0.201], [1.656, -3.013, -0.175], [2.084, -3.911, -1.633], [0.533, -5.278, -0.350], [-0.325, -4.704, -1.784], [-4.012, -2.549, -1.784], [-4.957, -3.648, -0.746], [-5.478, -2.959, 0.488], [-4.171, -2.529, 1.627], [-4.324, -4.493, -0.490], [-5.794, -4.005, -1.342], [-6.152, -3.624, 1.022], [-6.013, -2.047, 0.238]], "forces_ev_per_a": [[0.61, 0.29, 0.50], [-0.91, -0.78, -0.96], [0.25, 1.37, -1.58], [-0.26, -0.07, 0.61], [0.39, 0.05, -0.33], [-0.27, -0.10, 0.36], [-0.03, -0.01, -0.05], [-0.02, -0.79, 0.24], [-0.39, 0.25, 0.37], [-0.39, 0.03, -0.49], [0.69, -0.46, 1.51], [-0.04, 0.31, -0.30], [-0.34, -0.15, -0.25], [0.21, 0.30, 0.40], [0.33, 0.04, 0.30], [0.13, -0.21, -0.18], [0.08, 0.25, -0.01], [0.06, 0.13, 0.26], [-0.34, -0.21, 0.03], [0.27, 0.09, -0.33], [-0.05, -0.21, 0.11], [0.41, 0.15, -0.12], [-0.05, -0.30, 0.04], [-0.47, -0.10, -0.24], [0.08, -0.16, 0.01], [-0.01, 0.15, 0.12], [0.15, -0.11, 0.01], [-0.03, 0.01, 0.04], [-0.04, 0.01, -0.01], [-0.05, 0.09, -0.01], [-0.02, -0.01, -0.08], [0.07, 0.02, 0.03], [-0.06, 0.05, -0.02], [0.03, 0.04, -0.02], [-0.02, -0.08, -0.01], [-0.09, -0.02, 0.00], [0.03, 0.06, 0.01], [0.07, 0.03, 0.02], [-0.04, 0.03, -0.01], [0.02, -0.05, 0.02], [0.04, 0.06, -0.01]], "mulliken_charge": [-0.68, 0.16, 0.29, -1.75, -0.68, -0.72, -0.19, 0.59, -0.41, -0.03, -0.34, -0.08, 0.27, 0.13, 0.14, 0.76, 0.58, 0.36, 0.29, 0.43, 0.41, 0.32, 0.50, 0.46, 0.16, -0.19, -0.43, -0.49, -0.12, 0.26, 0.36, 0.34, 0.31, -0.17, -0.47, -0.45, -0.18, 0.30, 0.36, 0.30, 0.32], "total_charge": 1, "e_tot_ev": -164775.144, "homo_lumo_gap_ev": 8.51}

---

[3]
{"formula": "C10H21Cl2LuP", "method": "wB97M-V/def2-TZVPD", "species": ["Lu", "Cl", "Cl", "C", "H", "H", "C", "C", "H", "C", "H", "C", "H", "H", "C", "H", "H", "C", "H", "H", "H", "H", "C", "P", "C", "C", "H", "H", "H", "H", "H", "H", "H", "H", "H"], "positions_angstrom": [[-0.211, -0.155, -1.852], [0.837, 1.946, -1.119], [-2.283, -1.252, -1.087], [-0.305, -0.308, -3.876], [-0.638, -1.359, -4.157], [0.759, -0.306, -4.280], [0.698, -1.848, 0.045], [1.178, -1.661, -1.153], [-0.365, -2.090, 0.247], [2.370, -0.744, -1.449], [0.657, -2.021, -2.117], [3.465, -1.176, -0.529], [2.556, -0.731, -2.532], [2.099, 0.319, -1.210], [2.977, -1.128, 0.909], [3.734, -2.179, -0.819], [4.348, -0.583, -0.719], [1.614, -1.766, 1.229], [3.732, -1.612, 1.516], [2.959, -0.079, 1.195], [1.776, -2.779, 1.659], [1.110, -1.172, 2.010], [-3.752, 1.655, 0.338], [-1.974, 1.346, 0.727], [-1.557, 3.013, 1.389], [-2.244, 0.507, 2.356], [-3.802, 2.139, -0.641], [-4.218, 2.301, 1.091], [-4.275, 0.697, 0.279], [-2.337, 3.369, 2.070], [-0.598, 2.953, 1.912], [-1.446, 3.699, 0.546], [-2.759, 1.173, 3.056], [-2.834, -0.397, 2.195], [-1.271, 0.229, 2.770]], "forces_ev_per_a": [[-2.65, 2.72, 0.49], [0.22, 1.84, 0.31], [-1.03, -0.77, 0.06], [1.27, -1.83, -1.61], [-0.25, 0.87, -0.18], [-0.67, 0.44, -0.20], [-0.51, -1.27, 2.25], [1.22, -0.77, -2.43], [0.87, -0.54, -0.34], [-0.65, -0.29, -0.25], [0.21, 0.19, 0.78], [0.14, -0.34, -0.54], [0.39, -0.36, 0.32], [0.35, -0.99, -0.08], [0.45, 0.25, 0.31], [0.22, -0.65, 0.06], [0.35, 0.36, 0.45], [-0.03, 0.65, 0.39], [0.23, 0.00, 0.38], [-0.10, 0.17, 0.13], [-0.34, 0.40, -0.37], [0.27, -0.25, -0.03], [0.16, 0.01, -0.16], [-0.27, 0.18, 0.38], [0.05, -0.04, -0.09], [0.15, 0.01, -0.18], [-0.14, -0.04, 0.08], [-0.01, -0.10, -0.05], [0.05, 0.12, -0.07], [0.11, 0.06, 0.00], [-0.07, 0.10, -0.07], [0.04, 0.02, 0.13], [-0.02, -0.10, 0.00], [0.07, 0.00, 0.05], [-0.08, -0.04, 0.09]], "mulliken_charge": [0.33, -0.68, -0.63, -0.93, 0.14, 0.13, -0.31, 0.20, 0.52, -0.14, 0.06, -0.93, 0.31, 0.03, -0.68, 0.37, 0.41, -0.33, 0.33, 0.28, 0.31, 0.08, -1.26, 0.84, -1.30, -1.26, 0.33, 0.37, 0.34, 0.41, 0.33, 0.33, 0.39, 0.31, 0.29], "de_lowest_kj_mol": 44.7, "total_charge": -1, "e_tot_ev": -78665.100, "homo_lumo_gap_ev": [5.08, 5.07]}